# 1
{"formula": "H39O20", "method": "ωB97M-V/def2-TZVPD", "gap_ha": 0.32616, "de_lowest_kcal_mol": 83.5, "e_lumo_ev": 1.8773, "total_energy_ev": -41585.180, "e_homo_ev": -6.998, "charge": -1, "elements": ["O", "H", "O", "H", "H", "O", "H", "H", "O", "H", "H", "O", "H", "H", "O", "H", "H", "O", "H", "H", "O", "H", "H", "O", "H", "H", "O", "H", "H", "O", "H", "H", "O", "H", "H", "O", "H", "H", "O", "H", "H", "O", "H", "H", "O", "H", "H", "O", "H", "H", "O", "H", "H", "O", "H", "H", "O", "H", "H"], "positions_angstrom": [[0.553, 2.047, -0.506], [2.231, 3.523, -1.268], [-3.228, 2.611, 2.375], [-2.873, 2.387, 1.497], [-2.545, 2.830, 3.010], [-1.379, -0.578, 1.518], [2.947, -0.356, -1.068], [-2.192, -0.508, 2.023], [-0.763, -0.074, 4.850], [-0.924, -0.958, 5.194], [4.146, 0.662, 2.521], [5.100, 0.521, 2.470], [0.139, -1.614, -0.585], [-1.472, -1.197, 0.792], [-5.473, -1.760, -2.143], [0.515, 2.994, -0.753], [-1.320, -0.003, 4.052], [0.489, 1.174, -2.906], [0.238, 1.300, -1.924], [0.247, 0.295, -3.214], [-1.788, -1.422, -1.795], [-5.096, -1.182, -1.453], [1.268, -0.834, -4.903], [1.152, -5.329, 1.535], [0.290, -4.996, 1.212], [1.574, -4.478, 1.331], [-2.109, -4.753, -0.392], [-1.992, -5.362, -1.128], [-3.068, -4.703, -0.318], [0.982, -2.014, -0.384], [1.743, 0.064, 3.731], [1.394, -2.518, -1.089], [1.612, 4.173, -1.632], [-4.830, 1.001, 0.970], [-4.882, -2.520, -2.161], [1.641, -0.570, 3.016], [0.752, -0.373, 2.671], [-2.149, -0.757, -1.212], [3.241, -0.611, -2.000], [-1.708, -1.350, -2.748], [3.116, 0.330, -2.201], [2.776, 1.224, -0.225], [3.338, 1.000, 0.511], [1.594, 1.596, -0.245], [-0.313, 2.480, 2.650], [-0.205, 2.322, 1.703], [5.376, 1.289, 1.958], [-4.492, 0.097, 0.906], [0.505, 2.591, 3.128], [-3.521, 0.170, 1.123], [0.516, -1.369, -4.603], [1.033, -1.742, -3.864], [1.485, 3.842, -2.529], [4.171, 2.432, -2.209], [4.173, 1.985, -3.058], [3.686, 1.916, -1.499], [-2.004, 1.711, 0.094], [-1.058, 1.734, -0.207], [-2.640, 1.632, -0.619]]}

***

# 2
{"formula": "H3INO2P", "method": "ωB97M-V/def2-TZVPD", "gap_ha": 0.30655, "de_lowest_kcal_mol": 42.6, "e_lumo_ev": -0.4227, "total_energy_ev": -23021.721, "smiles": "O=PO.NI", "e_homo_ev": -8.764, "charge": 0, "elements": ["N", "O", "O", "P", "I", "H", "H", "H"], "positions_angstrom": [[-1.335, 1.518, 0.058], [1.174, -1.226, -1.327], [2.107, -1.211, 1.056], [0.860, -0.733, 0.018], [-2.064, 0.442, -1.403], [-0.959, 0.985, 0.724], [-2.346, 2.279, 0.132], [2.563, -2.055, 0.742]]}

***

# 3
{"formula": "H3INO2P", "method": "ωB97M-V/def2-TZVPD", "gap_ha": 0.32979, "de_lowest_kcal_mol": 13.7, "e_lumo_ev": -0.6021, "total_energy_ev": -23022.975, "smiles": "O=PNI.O", "e_homo_ev": -9.576, "charge": 0, "elements": ["N", "O", "O", "P", "I", "H", "H", "H"], "positions_angstrom": [[-1.294, 0.406, -0.494], [0.419, 2.112, -0.406], [1.521, -1.440, 0.610], [-0.531, 1.483, 0.528], [-2.688, -1.060, -0.035], [-1.107, 0.355, -1.462], [1.915, -0.977, -0.186], [1.765, -0.879, 1.446]]}

***

# 4
{"formula": "H3INPS", "method": "ωB97M-V/def2-TZVPD", "gap_ha": [0.25312, 0.30452], "de_lowest_kcal_mol": 45.4, "e_lumo_ev": [-1.3287, -0.7329], "total_energy_ev": -29760.141, "e_homo_ev": [-8.216, -9.019], "charge": 0, "elements": ["N", "P", "S", "I", "H", "H", "H"], "positions_angstrom": [[-1.619, 2.202, -0.400], [1.594, -1.509, 0.508], [-1.037, 1.108, 0.536], [-2.208, -0.867, -0.168], [-1.153, 3.098, -0.388], [1.471, -2.211, -0.686], [2.952, -1.821, 0.597]]}

***

# 5
{"formula": "H3INPS", "method": "ωB97M-V/def2-TZVPD", "gap_ha": [0.28153, 0.25553], "de_lowest_kcal_mol": 55.4, "e_lumo_ev": [-1.2327, -1.9833], "total_energy_ev": -29759.708, "e_homo_ev": [-8.894, -8.937], "charge": 0, "elements": ["N", "P", "S", "I", "H", "H", "H"], "positions_angstrom": [[1.965, 1.481, 0.029], [-0.995, -0.940, -0.002], [3.350, 1.415, 0.592], [4.793, -0.523, -0.256], [1.933, 1.475, -1.056], [0.166, 0.058, 0.372], [-2.049, -0.061, -0.176]]}

***

# 6
{"formula": "H3ISi", "method": "ωB97M-V/def2-TZVPD", "gap_ha": 0.35998, "de_lowest_kcal_mol": 20.5, "e_lumo_ev": 0.3132, "total_energy_ev": -16026.344, "smiles": "[SiH3]I", "e_homo_ev": -9.482, "charge": 0, "elements": ["Si", "I", "H", "H", "H"], "positions_angstrom": [[-0.422, -0.077, 0.036], [-2.887, 0.052, -0.024], [-0.262, -0.287, 1.487], [-0.334, -1.214, -1.088], [0.011, 1.411, -0.707]]}

***

# 7
{"formula": "H3N2O2P", "method": "ωB97M-V/def2-TZVPD", "gap_ha": 0.41182, "de_lowest_kcal_mol": 5.6, "e_lumo_ev": -0.0396, "total_energy_ev": -16412.632, "smiles": "NNP(=O)=O", "e_homo_ev": -11.246, "charge": 0, "elements": ["N", "N", "O", "O", "P", "H", "H", "H"], "positions_angstrom": [[1.496, -0.236, 0.052], [0.365, 0.605, 0.090], [-2.202, 1.097, 0.030], [-1.553, -1.309, -0.425], [-1.188, 0.050, -0.099], [1.344, -1.076, 0.787], [1.392, -0.767, -0.782], [0.344, 1.637, 0.346]]}

***

# 8
{"formula": "H3N2O2P", "method": "ωB97M-V/def2-TZVPD", "gap_ha": 0.39302, "de_lowest_kcal_mol": 78.6, "e_lumo_ev": 0.3925, "total_energy_ev": -16409.467, "smiles": "NP[N+](=O)[O-]", "e_homo_ev": -10.302, "charge": 0, "elements": ["N", "N", "O", "O", "P", "H", "H", "H"], "positions_angstrom": [[-0.307, -0.199, 1.211], [0.529, 0.728, -0.941], [-0.344, 1.445, -0.494], [1.053, 0.726, -2.023], [0.770, -0.790, 0.123], [-1.265, -0.022, 0.864], [-0.385, -0.583, 2.132], [-0.051, -1.305, -0.872]]}